1.
A cluster of 2 separate species, C2H8N2O in total, computed with the ωB97M-V functional and the def2-TZVPD basis.

HOMO energy ... -9.307 eV
SMILES string ... [H]/N=C/N.CO
Energy relative to the best compared isomer or geometry (same formula, charge and spin) ... 212.1 kJ/mol
Charge ... 0
Kohn-Sham gap ... 10.1 eV
Strongest force on any atom ... 0.034 Eh/bohr

Geometry (Å):
C: -0.140 2.245 -0.708
O: 0.275 1.319 0.261
H: 0.306 3.233 -0.595
H: 0.077 1.835 -1.711
H: -1.229 2.380 -0.683
N: -1.075 -0.986 0.219
C: -0.127 -1.841 0.391
N: 1.161 -1.484 0.719
H: -0.333 0.533 0.269
H: -1.903 -1.322 0.711
H: -0.373 -2.882 0.166
H: 1.599 -0.734 0.196
H: 1.763 -2.295 0.766

=====

2.
A cluster of 2 separate species, C2H8N2O in total, computed with the ωB97M-V functional and the def2-TZVPD basis.

HOMO energy ... -8.896 eV
SMILES string ... C=[N+](C)[O-].N
Energy relative to the best compared isomer or geometry (same formula, charge and spin) ... 393.6 kJ/mol
Charge ... 0
Kohn-Sham gap ... 9.5 eV
Strongest force on any atom ... 0.071 Eh/bohr

Geometry (Å):
C: 0.532 -1.358 -0.405
C: -1.666 -0.657 -1.089
N: 1.715 2.098 1.401
N: -0.466 -0.550 -0.291
O: -0.393 0.520 0.387
H: 1.253 -1.350 0.411
H: 0.332 -2.099 -1.079
H: 1.161 1.915 0.570
H: -2.141 -1.514 -0.702
H: -2.219 0.272 -1.000
H: -1.346 -1.026 -2.125
H: 1.136 2.454 2.060
H: 2.101 1.295 1.862

=====

3.
A cluster of 2 separate species, C2H8N2O2 in total, computed with the ωB97M-V functional and the def2-TZVPD basis.

HOMO energy ... -6.844 eV
SMILES string ... O=CO.CNN
Energy relative to the best compared isomer or geometry (same formula, charge and spin) ... 597.8 kJ/mol
Charge ... 0
Kohn-Sham gap ... 7.3 eV
Strongest force on any atom ... 0.132 Eh/bohr

Geometry (Å):
C: 0.759 -1.378 0.687
O: 0.153 -2.045 -0.193
O: 0.345 -1.412 2.000
H: -0.459 -1.950 2.033
H: -0.852 -1.144 -0.830
H: 1.852 -1.250 0.664
H: 0.793 0.106 0.189
C: 0.114 1.922 -0.433
N: -0.302 0.572 -0.097
N: -1.089 -0.059 -0.976
H: -1.942 -0.165 -1.518
H: -0.771 2.560 -0.454
H: 0.796 2.280 0.339
H: 0.602 1.964 -1.412

=====

4.
A cluster of 2 separate species, C2H8N2O2 in total, computed with the ωB97M-V functional and the def2-TZVPD basis.

HOMO energy ... -9.669 eV
SMILES string ... N/C=N/CO.O
Energy relative to the best compared isomer or geometry (same formula, charge and spin) ... 167.3 kJ/mol
Charge ... 0
Kohn-Sham gap ... 10.6 eV
Strongest force on any atom ... 0.073 Eh/bohr

Geometry (Å):
C: 0.075 0.361 -1.023
C: 1.329 -1.149 0.173
N: 0.031 -0.322 0.061
N: -0.598 1.519 -1.155
O: -2.124 0.528 1.147
O: 2.075 -0.726 1.271
H: -2.644 -0.219 1.474
H: 1.459 -0.458 1.968
H: -1.118 0.162 0.965
H: 0.600 0.021 -1.930
H: -0.725 1.907 -2.078
H: -1.339 1.679 -0.481
H: 2.000 -1.115 -0.698
H: 0.978 -2.187 0.305